Below is one molecule with the formula C3H6N4O in a non-equilibrium geometry, with properties calculated with wB97M-V/def2-TZVPD.

```
14
C3H6N4O, DFT wB97M-V/def2-TZVPD
N -1.57 0.57 -0.66
N 1.50 0.47 0.79
H 2.64 1.30 -0.54
H 1.00 2.04 -0.59
O 0.14 -2.34 0.14
H 0.98 -2.51 0.74
C -1.50 -0.72 -0.67
N 1.82 1.70 -0.07
H -2.44 1.23 -0.66
H -2.18 -1.23 -1.11
H 1.61 0.73 1.84
C -0.42 -1.10 0.08
N -0.60 1.14 -0.06
C 0.12 0.16 0.46
```

Values from the calculation:
- HOMO energy (eV) = -8.37
- ΔE to the lowest compared entry with this formula, charge and spin (kcal per mole) = 102.3
- structure (SMILES) = NNc1n[nH]cc1O
- molecular weight (g/mol) = 114.11
- net charge = 0
- gap between HOMO and LUMO (eV) = 9.2
- E_tot (eV) = -11212.34208

***

Below is C16H21NOS2Tl as an isolated structure in a non-equilibrium geometry, with properties calculated with wB97M-V/def2-TZVPD.

```
42
C16H21NOS2Tl, DFT wB97M-V/def2-TZVPD
H 3.53 -3.24 -2.65
H 0.52 2.16 -1.56
C -0.54 0.32 1.08
H 5.28 -2.06 -2.31
O 1.06 -0.78 -2.19
C -1.74 -0.85 2.83
H 0.28 -3.31 -3.45
C 0.54 -4.07 -2.66
H 1.43 -4.63 -3.06
H -0.96 -2.70 3.56
S -0.11 1.97 0.40
C -1.71 0.14 1.91
S 1.93 -1.76 -1.51
C 0.46 -1.63 2.24
H -2.84 2.64 -0.59
C -2.64 3.18 0.33
C -3.66 3.97 0.93
H -1.89 5.34 3.46
Tl -1.39 -0.35 -1.87
C 0.98 -3.34 -1.41
H -4.56 4.06 0.36
C 4.48 -1.34 -2.46
H 0.00 4.04 2.28
C -3.34 4.71 2.02
H -2.54 -0.87 3.55
H 4.65 -0.66 -3.31
H 1.57 -0.10 1.04
C -1.05 3.99 2.00
C 3.23 -2.12 -2.72
C 0.56 -0.46 1.38
H 1.53 -4.04 -0.77
N -0.47 2.03 -1.20
H 4.37 -0.69 -1.57
H -2.63 0.74 1.75
C -1.35 3.13 0.88
C -2.07 4.76 2.57
H -0.29 -4.73 -2.45
H -4.08 5.37 2.45
H 1.33 -2.24 2.28
C -0.71 -1.81 2.96
H 2.78 -1.74 -3.67
H 0.08 -3.03 -0.85
```

Values from the calculation:
- HOMO energy (alpha / beta) (eV) = -18.48 / -18.69
- ΔE to the lowest compared entry with this formula, charge and spin (kcal per mole) = 30.1
- molecular weight (g/mol) = 511.87
- net charge = +3
- gap between HOMO and LUMO (alpha / beta) (eV) = 5.3 / 4.5
- E_tot (eV) = -46799.81628

***

Below is C36H50BrN3OP2Pb as an isolated structure in a non-equilibrium geometry, with properties calculated with wB97M-V/def2-TZVPD.

```
94
C36H50BrN3OP2Pb, DFT wB97M-V/def2-TZVPD
H 3.22 2.45 3.83
C -0.42 6.94 -5.89
C 3.81 -0.02 -0.92
C -0.01 2.89 -3.27
C 1.12 2.63 3.26
C -1.50 1.85 -1.57
P 2.38 -1.08 -1.44
C 3.23 -0.02 -4.03
C -3.69 -0.18 5.05
C -2.67 -1.39 -4.06
H 4.27 -0.14 -3.70
C -0.76 -3.63 -3.00
H -3.06 -0.81 -6.12
C -0.71 7.89 -6.89
C 0.27 2.89 2.22
H 5.88 -0.15 -0.24
H 3.97 0.81 -1.64
C -2.90 0.62 4.25
C -2.86 -1.72 -5.54
H -1.47 5.97 -9.45
H 0.11 -0.94 4.71
C -1.49 0.45 4.23
H 2.96 -2.91 0.03
H -1.34 -2.48 5.97
H 4.17 -4.39 -1.45
H -3.57 -0.91 -3.64
C -4.69 -3.75 -1.61
C -1.78 -1.60 5.50
H 1.73 -3.43 -1.14
H 2.27 -2.01 -3.78
C 2.27 -1.00 -3.31
H -1.89 -0.59 -4.07
H 0.03 -2.90 -3.30
P -2.42 -2.95 -3.13
C -0.97 -0.73 4.77
H 0.35 1.73 6.24
H 1.34 0.41 5.56
H 3.15 -3.99 -2.84
Pb -0.46 -0.32 -2.62
C 2.48 3.19 3.46
H -1.02 4.19 -7.78
H -1.96 -2.19 -5.97
H 4.96 -1.62 0.03
C 0.18 3.56 -4.54
C -3.43 -2.87 -1.58
H 0.68 -4.95 -4.00
C -0.92 2.12 2.44
H -3.31 1.46 3.71
H 1.71 2.20 -0.44
H -2.54 1.69 -1.23
C -0.04 4.48 -5.34
H -4.49 -4.79 -1.91
H -0.11 7.29 -4.90
C 5.10 -0.79 -0.67
H 4.49 -2.88 -2.36
N -1.07 7.54 -8.13
H 1.28 -0.54 -3.68
C 1.05 1.45 5.46
H -0.76 -5.82 -3.53
H 1.94 2.05 5.61
H -5.14 -3.81 -0.61
H 2.89 1.03 -3.87
C -0.41 -4.84 -3.91
C 0.87 2.27 -1.11
H 5.52 -1.21 -1.58
H -0.63 8.97 -6.68
C -0.91 5.23 -7.50
H -3.71 -1.82 -1.39
H -3.73 -2.38 -5.68
C -1.18 6.25 -8.43
H 3.16 -0.21 -5.12
H -5.46 -3.33 -2.27
H -0.77 -4.71 -4.93
C 3.70 -3.56 -1.99
H -2.76 -3.20 -0.76
H 0.42 3.48 1.32
C 2.69 -2.84 -1.06
H 2.49 4.04 4.18
N -0.66 1.42 3.67
C 1.04 2.92 -2.35
H -1.97 2.37 -3.67
C -1.24 2.32 -2.89
Br 0.37 -0.04 0.41
H -4.75 0.05 5.20
H 3.44 0.48 -0.01
H 1.94 3.51 -2.59
N 0.57 1.75 4.13
H 2.88 3.59 2.51
C -3.15 -1.34 5.65
H -0.57 -3.84 -1.92
O -1.91 1.99 1.72
C -0.45 5.56 -6.22
H -3.78 -1.99 6.27
C -0.34 1.70 -0.77
```

Values from the calculation:
- HOMO energy (eV) = -11.85
- ΔE to the lowest compared entry with this formula, charge and spin (kcal per mole) = 84.1
- molecular weight (g/mol) = 889.87
- net charge = +2
- gap between HOMO and LUMO (eV) = 4.5
- E_tot (eV) = -138506.10989

***

Below is a 2-piece molecular cluster, C7H9N overall in a non-equilibrium geometry, with properties calculated with wB97M-V/def2-TZVPD.

```
17
C7H9N, DFT wB97M-V/def2-TZVPD
H 1.40 1.73 -0.07
H -1.99 0.02 -1.69
H -3.62 1.78 -1.22
C -0.20 -1.12 -0.21
C -2.51 1.92 -1.20
C 0.38 -1.77 0.84
H -0.03 -2.75 1.26
H -2.37 2.85 -0.89
C 1.44 -1.23 1.55
C 1.81 0.05 1.20
H 1.86 -1.69 2.44
N 0.12 0.13 -0.52
C -1.58 1.05 -1.56
C 1.12 0.66 0.09
H 2.68 0.51 1.69
H -1.08 -1.69 -0.65
H -0.51 1.07 -1.56
```

Values from the calculation:
- HOMO energy (eV) = -8.24
- ΔE to the lowest compared entry with this formula, charge and spin (kcal per mole) = 89.9
- structure (SMILES) = c1ccncc1.C=C
- molecular weight (g/mol) = 107.16
- net charge = 0
- gap between HOMO and LUMO (eV) = 9.0
- E_tot (eV) = -8891.25780